[1]
Computed, not measured: C2H6FO2Sn as an isolated structure, with ωB97M-V/def2-TZVPD.

Output
gap between HOMO and LUMO: 9.296 eV
energy relative to the best compared isomer or geometry (same formula, charge and spin): 0.0 kcal per mole
LUMO level: -4.1 eV
total energy: -544.1174 Eh

Structure (ORCA input):
```
! RIJCOSX wB97M-V def2-TZVPD def2/J DEFGRID3
* xyz 1 1
F 5.272 0.466 -0.564
Sn 4.628 -0.653 0.602
O 3.175 -0.002 1.795
H 2.983 -0.254 2.705
C 2.053 -1.748 -1.150
O 2.765 -1.254 -0.015
C 2.074 -0.398 0.852
H 2.360 -1.191 -2.044
H 2.328 -2.800 -1.259
H 0.974 -1.659 -0.976
H 1.271 -0.954 1.352
H 1.622 0.517 0.448
*
```

=====

[2]
Computed, not measured: a 2-piece molecular cluster, C2H6FOP overall, with ωB97M-V/def2-TZVPD.

Output
gap between HOMO and LUMO: 10.033 eV
energy relative to the best compared isomer or geometry (same formula, charge and spin): 83.8 kcal per mole
LUMO level: 0.8 eV
total energy: -596.1909 Eh
structure (SMILES): C=CF.OP

Structure (ORCA input):
```
! RIJCOSX wB97M-V def2-TZVPD def2/J DEFGRID3
* xyz 0 1
C 1.667 0.817 -0.993
C 0.923 1.711 -0.464
O -1.212 -2.089 1.651
F -0.264 1.474 0.107
P -2.193 -1.277 0.538
H 1.248 -0.142 -0.992
H 2.593 1.196 -1.448
H 1.163 2.738 -0.205
H -0.756 -1.496 2.305
H -2.138 -2.274 -0.425
H -1.030 -0.657 -0.076
*
```

=====

[3]
Computed, not measured: one molecule with the formula C2H6FP, with ωB97M-V/def2-TZVPD.

Output
gap between HOMO and LUMO: 10.519 eV
energy relative to the best compared isomer or geometry (same formula, charge and spin): 35.9 kcal per mole
LUMO level: 1.0 eV
total energy: -520.9645 Eh
structure (SMILES): CPCF

Structure (ORCA input):
```
! RIJCOSX wB97M-V def2-TZVPD def2/J DEFGRID3
* xyz 0 1
C 1.221 0.277 0.697
C -1.247 -0.371 -0.468
F -2.278 -0.398 0.575
P -0.077 1.132 -0.299
H 0.635 -0.206 1.497
H 1.960 0.910 1.009
H 1.676 -0.722 0.264
H -1.751 -0.418 -1.375
H -0.616 -1.167 -0.386
H 0.477 0.964 -1.515
*
```

=====

[4]
Computed, not measured: an isolated ion of composition C2H6FS and charge +1, with ωB97M-V/def2-TZVPD.

Output
gap between HOMO and LUMO: 10.927 eV
LUMO level: -6.2 eV
total energy: -577.4964 Eh

Structure (ORCA input):
```
! RIJCOSX wB97M-V def2-TZVPD def2/J DEFGRID3
* xyz 1 1
C 0.945 -0.594 0.133
C 0.183 0.803 -0.164
S -1.617 0.416 -0.354
F -2.083 0.111 1.170
H 1.237 -0.599 1.206
H 1.802 -0.685 -0.569
H 0.218 -1.437 -0.006
H 0.321 1.479 0.720
H 0.603 1.286 -1.084
H -1.609 -0.779 -1.051
*
```

=====

Question: Which of these has the highest total energy?
Answer: C2H6FP